Record 1
Entry from the OMol25 dataset: CCl2Na7O11 as an isolated structure in a non-equilibrium geometry (ωB97M-V/def2-TZVPD).

CARTESIAN COORDINATES (ANGSTROEM)
Na1 0.422 1.858 -3.106
Na2 -2.290 -0.782 -1.165
Na3 2.998 1.874 0.278
Na4 0.032 -1.673 2.917
Na5 0.529 3.737 -0.287
Na6 1.474 -1.629 -0.574
Na7 -2.295 1.733 2.058
Cl1 -4.206 -1.373 2.606
O1 -2.844 -1.450 2.222
O2 -5.235 -2.190 1.855
O3 -4.021 -1.973 3.884
O4 -4.584 -0.102 3.041
Cl2 4.136 -0.134 -2.747
O5 3.185 0.583 -2.075
O6 5.169 0.658 -3.471
O7 4.849 -0.961 -1.870
O8 3.649 -0.986 -3.802
C1 -0.257 0.737 0.113
O9 -0.501 -0.194 0.939
O10 -1.134 1.252 -0.651
O11 0.923 1.015 -0.164

Properties
LUMO energy (alpha / beta)	-14.2647 / -15.7026	eV
multiplicity	2
total charge	+4
E_tot	-2920.26397	hartree
orbital gap (alpha / beta)	3.693 / 2.255	eV
E_HOMO (alpha / beta)	-17.96 / -17.96	eV

Record 2
Entry from the OMol25 dataset: one molecule with the formula CClF3OS in a non-equilibrium geometry (ωB97M-V/def2-TZVPD).

CARTESIAN COORDINATES (ANGSTROEM)
C1 0.202 0.640 -0.027
O1 -2.318 -0.765 0.770
F1 0.425 0.969 -1.352
F2 -0.353 1.574 0.695
F3 1.649 -1.380 -0.462
S1 1.614 -0.180 0.647
Cl1 -1.220 -0.858 -0.270

Properties
LUMO energy	-1.2073	eV
multiplicity	1
energy above the lowest of the compared OMol25 structures with the same formula, charge and spin	402.3	kJ/mol
total charge	0
E_tot	-1271.12894	hartree
orbital gap	8.283	eV
E_HOMO	-9.49	eV

Record 3
Entry from the OMol25 dataset: one molecule with the formula CClFN2O3 in a non-equilibrium geometry (ωB97M-V/def2-TZVPD).

CARTESIAN COORDINATES (ANGSTROEM)
C1 -0.194 0.725 -0.159
N1 1.078 0.433 -0.940
N2 -0.305 -0.719 0.598
O1 1.081 -0.534 -1.624
O2 -0.390 -1.691 -0.078
O3 -0.357 -0.580 1.782
F1 0.108 1.578 0.802
Cl1 -1.906 1.002 -0.828

Properties
LUMO energy (alpha / beta)	-1.9503 / -1.9512	eV
multiplicity	1
energy above the lowest of the compared OMol25 structures with the same formula, charge and spin	36.1	kJ/mol
total charge	0
E_tot	-933.17159	hartree
orbital gap (alpha / beta)	8.429 / 8.426	eV
E_HOMO (alpha / beta)	-10.38 / -10.38	eV

Record 4
Entry from the OMol25 dataset: one molecule with the formula CClFN2O3 in a non-equilibrium geometry (ωB97M-V/def2-TZVPD).

CARTESIAN COORDINATES (ANGSTROEM)
C1 0.183 -0.229 0.374
N1 -0.184 -1.553 -0.283
N2 -0.312 1.063 -0.066
O1 -0.438 -1.569 -1.429
O2 -0.068 1.380 -1.189
O3 -0.922 1.667 0.792
F1 -0.285 -0.351 1.628
Cl1 2.027 -0.408 0.174

Properties
LUMO energy	-1.6449	eV
multiplicity	1
energy above the lowest of the compared OMol25 structures with the same formula, charge and spin	18.8	kJ/mol
total charge	0
E_tot	-933.17819	hartree
orbital gap	9.066	eV
E_HOMO	-10.71	eV